The following is a quantum chemistry calculation of a structure of composition C33H26N4OsS in a non-equilibrium geometry, from the Open Molecules 2025 dataset.

Each line ends with the Löwdin spin population.
Positions of all 65 atoms, in Å:
Os (-0.2126, 1.8571, 0.0216)  2.381
C (4.7405, -2.6870, -1.9757)  0.000
C (3.9550, -2.4296, -0.6810)  0.000
C (2.5331, -2.9618, -0.8599)  0.001
C (4.6167, -3.1829, 0.4832)  0.000
C (3.9725, -0.9360, -0.3753)  0.004
C (5.2123, -0.2878, -0.1790)  0.003
C (5.3135, 1.0588, 0.0837)  0.003
C (4.1328, 1.7925, 0.1731)  0.005
S (3.9241, 3.4940, 0.4520)  0.035
C (2.2394, 3.3118, 0.3505)  0.045
N (1.8285, 2.0604, 0.1432)  0.050
C (2.8971, 1.1726, 0.0084)  0.002
C (2.8131, -0.1876, -0.2848)  0.007
C (1.2266, 4.3418, 0.4706)  0.057
C (1.5012, 5.6707, 0.7577)  -0.003
C (0.4463, 6.5613, 0.8968)  0.063
C (-0.8638, 6.1161, 0.7682)  -0.007
C (-1.1355, 4.7839, 0.4800)  0.056
C (-0.0985, 3.8691, 0.2933)  0.040
H (4.7465, -3.7554, -2.1949)  0.000
H (5.7777, -2.3625, -1.8951)  0.000
H (4.2863, -2.1676, -2.8211)  0.000
H (2.5743, -4.0303, -1.0706)  0.000
H (2.0224, -2.4823, -1.6984)  0.000
H (1.9327, -2.8295, 0.0451)  0.001
H (4.5987, -4.2550, 0.2841)  0.000
H (4.0883, -3.0012, 1.4214)  0.000
H (5.6579, -2.8918, 0.6195)  0.000
H (6.1235, -0.8658, -0.2488)  0.000
H (6.2787, 1.5291, 0.2122)  0.000
H (1.8453, -0.6369, -0.4557)  0.003
H (2.5208, 6.0146, 0.8838)  -0.001
H (0.6444, 7.6002, 1.1212)  0.003
H (-1.6802, 6.8139, 0.8994)  -0.001
H (-2.1683, 4.4657, 0.4069)  0.004
N (-7.8187, -5.1236, 0.1334)  -0.003
C (-6.9666, -4.3442, 0.1281)  0.000
C (-5.9204, -3.3871, 0.1216)  -0.005
C (-4.7202, -3.6699, -0.5732)  0.004
C (-3.7103, -2.7463, -0.5699)  -0.007
C (-3.8794, -1.5194, 0.1079)  -0.013
C (-5.0813, -1.2381, 0.7933)  -0.007
C (-6.0906, -2.1620, 0.8098)  0.004
C (-2.7830, -0.5190, 0.1025)  -0.066
C (-2.9879, 0.6376, -0.6504)  0.210
C (-4.1082, 0.9186, -1.4859)  0.077
C (-3.8936, 2.1398, -2.0691)  0.099
C (-2.6548, 2.5975, -1.5791)  0.227
N (-2.1015, 1.7184, -0.7297)  0.047
C (-1.6521, -0.8205, 0.8560)  0.215
C (-1.4783, -1.9342, 1.7343)  0.062
C (-0.2580, -1.7916, 2.3349)  0.101
C (0.3025, -0.6029, 1.8101)  0.217
N (-0.5079, -0.0224, 0.9221)  0.064
H (-4.6167, -4.6106, -1.0965)  0.000
H (-2.7846, -2.9449, -1.0942)  0.000
H (-5.1933, -0.2953, 1.3128)  0.000
H (-7.0147, -1.9719, 1.3385)  0.000
H (-4.9578, 0.2693, -1.6300)  0.001
H (-4.5280, 2.6625, -2.7650)  0.002
H (-2.1501, 3.5225, -1.8136)  0.010
H (-2.1987, -2.7204, 1.8993)  0.000
H (0.2003, -2.4355, 3.0668)  0.003
H (1.2627, -0.1691, 2.0495)  0.007

Atoms 1-3, force components in eV/Å:
Os 0.44 0.39 0.04
C -0.02 -0.03 0.00
C 0.03 0.01 0.01

Results
Multiplicity: 5
Lowest unoccupied orbital energy (alpha / beta), eV: -7.700 / -9.497
HOMO level (alpha / beta), hartree: -0.5140 / -0.5164
Relative energy (zero: lowest compared OMol25 entry of this formula, charge and spin), eV: 0.091
Total charge: +2

=====

The following is a quantum chemistry calculation of a structure of composition C3H3FO in a non-equilibrium geometry, from the Open Molecules 2025 dataset.

Each line ends with the Löwdin charge.
Positions of all 8 atoms, in Å:
C (0.7951, 0.7029, -0.2895)  0.124
C (0.8214, -0.6342, -0.2554)  -0.192
C (-0.9602, 0.1513, 0.4877)  -0.224
O (-0.4258, -1.0833, 0.1442)  -0.044
F (-2.0161, 0.5725, -0.1748)  0.096
H (1.5369, 1.3726, -0.6130)  0.035
H (1.3798, -1.2836, -0.8189)  0.083
H (-1.1312, 0.2018, 1.5196)  0.122

Atoms 1-3, force components in eV/Å:
C -3.32 -2.82 2.32
C -1.99 2.52 -0.66
C 3.70 1.54 -1.91

Results
Lowest unoccupied orbital energy, eV: 0.995
HOMO level, hartree: -0.3453
Relative energy (zero: lowest compared OMol25 entry of this formula, charge and spin), eV: 2.834

=====

| no. | M (g/mol) |
| --- | --- |
| 1 | 700.90 |
| 2 | 74.05 |